{
  "formula": "C5H8O",
  "method": "wB97M-V/def2-TZVPD",
  "smiles": "C[C@H]1C[C@H]1C=O",
  "total_charge": 0,
  "symbols": ["O", "C", "C", "C", "C", "C", "H", "H", "H", "H", "H", "H", "H", "H"],
  "coordinates": [[1.6687, -1.4766, 0.7475], [1.8129, -0.3067, 0.4795], [-0.5950, 0.2998, -0.5645], [0.8412, 0.5901, -0.1992], [-0.2979, 1.0223, 0.7111], [-1.2701, -1.0548, -0.5733], [-1.1076, -1.5719, -1.5261], [-0.4995, 2.0826, 0.8227], [1.3221, 1.3850, -0.7672], [-0.9338, 0.9515, -1.3701], [-2.3522, -0.9112, -0.4522], [-0.3932, 0.4353, 1.6230], [-0.9041, -1.6979, 0.2314], [2.7085, 0.2524, 0.8375]],
  "forces_ev_per_angstrom": [[0.0, 0.4, -0.1], [-0.2, -0.2, 0.1], [-0.1, 0.0, -0.1], [0.2, 0.0, -0.1], [-0.2, 0.1, 0.2], [0.1, 0.0, 0.0], [0.0, 0.1, 0.2], [0.0, -0.2, -0.1], [-0.1, -0.1, 0.2], [0.1, -0.1, 0.1], [0.2, -0.1, 0.0], [0.0, 0.1, -0.1], [0.0, 0.1, -0.1], [0.0, -0.2, -0.2]],
  "lowdin_charge": [0.05, -0.25, -0.29, -0.21, -0.07, -0.06, 0.08, 0.10, 0.13, 0.13, 0.08, 0.12, 0.07, 0.12]
}

---

{
  "formula": "C5H8O",
  "method": "wB97M-V/def2-TZVPD",
  "smiles": "CCC#CCO",
  "total_charge": 0,
  "symbols": ["O", "C", "C", "C", "C", "C", "H", "H", "H", "H", "H", "H", "H", "H"],
  "coordinates": [[3.0195, 0.3015, 1.0748], [-2.2546, 0.8877, -0.4062], [-1.4726, -0.3862, -0.7279], [-0.0214, -0.2594, -0.5878], [1.1579, -0.3162, -0.3447], [2.5094, -0.6212, 0.1300], [3.2150, -0.6887, -0.7040], [-1.9312, 1.7237, -1.0327], [2.4389, -1.6205, 0.5819], [2.3008, 0.8886, 1.3332], [-2.1129, 1.1707, 0.6413], [-3.3225, 0.7207, -0.5758], [-1.7172, -0.7483, -1.7326], [-1.7649, -1.1797, -0.0296]],
  "forces_ev_per_angstrom": [[-0.1, 0.2, 0.1], [0.0, 0.1, 0.0], [-0.1, -0.1, 0.0], [0.5, -0.1, 0.2], [-0.5, -0.1, 0.0], [0.0, -0.3, -0.2], [-0.1, 0.1, 0.1], [0.0, -0.1, 0.1], [0.2, 0.1, 0.0], [0.1, -0.1, 0.0], [0.0, 0.0, -0.2], [0.1, 0.1, 0.0], [0.1, 0.1, 0.1], [-0.1, 0.1, -0.1]],
  "lowdin_charge": [-0.06, -0.11, -0.27, -0.04, -0.01, -0.28, 0.12, 0.07, 0.12, 0.08, 0.07, 0.07, 0.11, 0.11]
}

---

{
  "formula": "C5H8O",
  "method": "wB97M-V/def2-TZVPD",
  "smiles": "CC#CCOC",
  "total_charge": 0,
  "symbols": ["O", "C", "C", "C", "C", "C", "H", "H", "H", "H", "H", "H", "H", "H"],
  "coordinates": [[1.5189, 1.0726, 1.1915], [1.4707, -0.2006, 0.6064], [0.5054, 1.2880, 2.1426], [0.3608, -0.4827, -0.3212], [-1.2257, -1.7068, -2.0734], [-0.4131, -0.9754, -1.1040], [0.7367, 2.2334, 2.6400], [-2.2993, -1.6224, -1.8823], [-0.9577, -2.7669, -2.0084], [-0.4873, 1.3532, 1.6744], [1.4467, -0.9788, 1.3869], [-1.0168, -1.3743, -3.0952], [2.4058, -0.3148, 0.0496], [0.4879, 0.4829, 2.8951]],
  "forces_ev_per_angstrom": [[0.0, 0.1, -0.1], [0.1, -0.2, -0.1], [-0.2, 0.1, 0.2], [-0.3, -0.3, -0.3], [0.0, -0.1, -0.1], [0.4, 0.1, 0.3], [-0.1, -0.1, -0.1], [0.2, 0.1, 0.0], [-0.1, 0.1, 0.0], [0.1, 0.0, 0.1], [0.1, 0.1, -0.1], [-0.1, 0.0, 0.2], [-0.1, 0.0, 0.1], [0.0, 0.1, -0.1]],
  "lowdin_charge": [-0.19, -0.25, -0.12, -0.01, -0.11, -0.08, 0.09, 0.08, 0.08, 0.09, 0.12, 0.08, 0.13, 0.09]
}

---

{
  "formula": "C5H8O",
  "method": "wB97M-V/def2-TZVPD",
  "total_charge": 0,
  "symbols": ["O", "C", "C", "C", "C", "C", "H", "H", "H", "H", "H", "H", "H", "H"],
  "coordinates": [[1.4515, 0.2789, -0.3968], [-0.2168, 0.0985, 0.0979], [-0.3632, -1.3282, 0.5858], [1.1316, 1.4081, 0.9182], [-0.1160, 1.1463, 1.1121], [-0.9970, 0.4175, -1.1572], [-1.3947, -1.4875, 0.9241], [-0.7296, 1.4093, -1.5289], [1.9595, -0.4654, -0.0270], [-0.8091, -0.3298, -1.9341], [-0.1563, -2.0435, -0.2177], [2.0174, 1.9987, 1.1073], [-2.0698, 0.4184, -0.9251], [0.2924, -1.5214, 1.4412]],
  "forces_ev_per_angstrom": [[-0.3, -0.1, 0.4], [-0.1, -0.3, -0.2], [0.1, 0.0, 0.0], [-0.1, 0.1, 0.0], [0.3, 0.1, -0.1], [0.1, 0.0, 0.0], [0.2, 0.1, -0.1], [0.0, -0.1, 0.1], [-0.2, 0.2, -0.1], [0.0, 0.1, 0.1], [0.0, 0.1, 0.1], [-0.2, -0.2, -0.1], [0.3, 0.0, 0.1], [-0.1, 0.1, -0.1]],
  "lowdin_charge": [-0.10, -0.48, -0.04, 0.01, -0.06, -0.04, 0.10, 0.09, 0.09, 0.09, 0.09, 0.08, 0.10, 0.09]
}

---

{
  "formula": "C5H8O",
  "method": "wB97M-V/def2-TZVPD",
  "smiles": "C[C@H]1C[C@H]1C=O",
  "total_charge": 0,
  "symbols": ["O", "C", "C", "C", "C", "C", "H", "H", "H", "H", "H", "H", "H", "H"],
  "coordinates": [[-0.6384, 0.3357, -2.7698], [-0.6906, 0.5133, -1.5754], [-0.7039, -0.5819, -0.5731], [-1.0566, -0.2585, 0.8599], [1.4714, 0.4042, 0.5851], [0.3515, -0.6101, 0.5225], [1.9136, 0.4202, 1.5871], [-1.0024, -1.5411, -0.9864], [0.6577, -1.6202, 0.7883], [-0.7465, 1.5449, -1.1605], [-1.2715, 0.7858, 1.0839], [1.1215, 1.4173, 0.3620], [-1.6692, -0.9686, 1.4070], [2.2635, 0.1589, -0.1306]],
  "forces_ev_per_angstrom": [[-0.1, 0.1, 0.4], [0.0, -0.1, -0.2], [-0.1, -0.1, -0.2], [-0.1, 0.1, 0.2], [0.0, 0.1, 0.0], [0.1, 0.0, 0.1], [-0.1, 0.0, -0.1], [0.1, 0.1, 0.1], [-0.1, 0.2, -0.1], [0.1, -0.1, -0.1], [0.1, -0.2, -0.1], [0.0, -0.1, 0.0], [0.1, 0.1, -0.1], [-0.1, 0.0, 0.1]],
  "lowdin_charge": [0.05, -0.25, -0.21, -0.09, -0.07, -0.30, 0.08, 0.14, 0.13, 0.13, 0.11, 0.07, 0.10, 0.08]
}

---

{
  "formula": "C5H8O",
  "method": "wB97M-V/def2-TZVPD",
  "total_charge": 0,
  "symbols": ["O", "C", "C", "C", "C", "C", "H", "H", "H", "H", "H", "H", "H", "H"],
  "coordinates": [[-1.3971, -0.1145, 1.8198], [0.7642, -0.8892, -0.8712], [-0.2693, -1.2351, -0.0303], [-0.6766, -0.0773, 0.6659], [0.9348, 0.5266, -0.8207], [0.3548, 1.0019, 0.4981], [-0.7932, -2.1875, 0.0124], [1.0736, 0.9948, 1.3243], [-1.4284, -1.0342, 2.1236], [1.8241, 1.0041, -1.2234], [-0.1142, 1.9866, 0.4316], [1.1996, -1.5451, -1.6170], [-0.2454, 0.8605, -1.4092], [-1.2268, 0.7083, -0.9038]],
  "forces_ev_per_angstrom": [[-0.3, -0.1, -0.2], [0.0, 0.1, 0.0], [0.0, 0.1, 0.0], [0.3, 0.0, -0.3], [0.2, -0.1, 0.1], [0.0, 0.0, 0.0], [0.2, 0.1, 0.1], [0.0, -0.3, -0.1], [-0.2, 0.3, -0.2], [-0.3, 0.1, -0.2], [0.3, -0.1, 0.1], [0.0, 0.1, 0.1], [-0.4, -0.1, 0.2], [0.3, -0.2, 0.3]],
  "lowdin_charge": [0.05, -0.13, -0.08, -0.39, -0.23, -0.19, 0.12, 0.13, 0.11, 0.11, 0.12, 0.11, 0.10, 0.16]
}

---

{
  "formula": "C5H8O",
  "method": "wB97M-V/def2-TZVPD",
  "total_charge": 0,
  "symbols": ["O", "C", "C", "C", "C", "C", "H", "H", "H", "H", "H", "H", "H", "H"],
  "coordinates": [[-0.8516, 1.9252, -0.0029], [-1.1725, -0.6302, -0.1743], [1.3429, -0.2920, -0.4809], [0.0623, -1.3820, 0.4144], [-0.7567, 0.6545, 0.5822], [0.5924, -0.0192, 0.8180], [2.4173, -0.3546, -0.3185], [1.2277, 0.1690, 1.6826], [-2.1104, -1.0918, 0.1493], [1.0744, -1.3965, -0.7441], [-0.3784, 1.9122, -0.8437], [-1.2077, -0.5442, -1.2653], [1.0640, 0.3162, -1.3421], [-1.3038, 0.7335, 1.5250]],
  "forces_ev_per_angstrom": [[0.1, 0.1, -0.3], [-0.1, -0.1, -0.1], [0.1, 0.1, -0.1], [-0.1, 0.1, 0.0], [0.0, -0.2, 0.2], [0.1, 0.1, 0.2], [-0.2, 0.0, 0.0], [-0.1, 0.0, -0.1], [0.1, 0.1, 0.0], [0.0, 0.0, -0.1], [-0.1, 0.1, 0.1], [0.0, 0.0, 0.1], [0.0, -0.1, 0.1], [0.1, 0.0, -0.1]],
  "lowdin_charge": [-0.01, -0.15, -0.08, 0.02, -0.37, -0.30, 0.11, 0.13, 0.11, 0.10, 0.08, 0.11, 0.10, 0.15]
}

---

{
  "formula": "C5H8O",
  "method": "wB97M-V/def2-TZVPD",
  "total_charge": 0,
  "symbols": ["O", "C", "C", "C", "C", "C", "H", "H", "H", "H", "H", "H", "H", "H"],
  "coordinates": [[-0.5872, 1.2989, 2.0110], [-0.3708, 1.5254, -0.9359], [-0.5071, 0.2691, -0.0647], [0.3747, -1.0660, -0.4273], [-0.1204, 0.3945, 1.3796], [0.7714, -1.4647, 0.9776], [-1.0861, 2.3436, -0.7574], [1.2499, -0.8346, -1.0606], [-0.2597, -1.7949, -0.9545], [1.8331, -1.4915, 1.2428], [-1.5876, 0.0324, 0.0445], [0.6364, 1.9503, -0.8602], [0.2227, -2.3088, 1.4152], [-0.5333, 1.1747, -1.9543]],
  "forces_ev_per_angstrom": [[1.6, -1.6, 0.7], [0.1, -0.2, -0.2], [0.5, -1.1, -0.9], [-1.0, 1.5, 0.1], [-0.8, -0.3, -0.7], [-0.7, 1.6, 1.0], [0.1, -0.6, 0.3], [-0.5, 0.1, 0.3], [0.3, 0.1, 0.3], [-0.3, 0.1, -0.2], [0.4, -0.3, -0.4], [-0.1, -0.1, -0.1], [0.1, 0.5, 0.0], [0.1, 0.3, -0.2]],
  "lowdin_charge": [0.10, -0.07, -0.32, -0.20, -0.20, -0.02, 0.08, 0.10, 0.10, 0.06, 0.15, 0.08, 0.06, 0.07]
}

---

Number 1: lowest unoccupied orbital energy 1.0 eV, HOMO energy -0.357 hartree, gap between HOMO and LUMO 10.75 eV. Number 2: lowest unoccupied orbital energy 0.9 eV, HOMO energy -0.351 hartree, gap between HOMO and LUMO 10.46 eV. Number 3: lowest unoccupied orbital energy 1.0 eV, HOMO energy -0.352 hartree, gap between HOMO and LUMO 10.55 eV. Number 4: lowest unoccupied orbital energy 0.7 eV, HOMO energy -0.313 hartree, gap between HOMO and LUMO 9.21 eV. Number 5: lowest unoccupied orbital energy 1.1 eV, HOMO energy -0.359 hartree, gap between HOMO and LUMO 10.82 eV. Number 6: lowest unoccupied orbital energy 0.8 eV, HOMO energy -0.311 hartree, gap between HOMO and LUMO 9.29 eV. Number 7: lowest unoccupied orbital energy 0.7 eV, HOMO energy -0.314 hartree, gap between HOMO and LUMO 9.27 eV. Number 8: lowest unoccupied orbital energy 0.7 eV, HOMO energy -0.313 hartree, gap between HOMO and LUMO 9.25 eV.